1.
Molecular formula: C12H19AsO5PdS2
Method: DFT, ωB97M-V with the def2-TZVPD basis set

Results
- HOMO energy: -8.04 eV
- LUMO: -0.360 eV
- Charge: 0
- Relative energy (zero: lowest compared OMol25 entry of this formula, charge and spin): 0.0 kcal per mole
- Gap between HOMO and LUMO: 7.6775 eV

Element x y z (Å)
Pd1 0.15 -0.42 -0.32
C1 4.24 0.72 0.33
C2 2.78 0.99 0.06
O1 2.07 -0.05 0.10
C3 2.31 2.30 -0.18
C4 3.21 3.41 -0.10
C5 2.78 4.68 -0.28
C6 1.41 4.92 -0.56
C7 0.53 3.90 -0.67
C8 0.93 2.53 -0.51
O2 0.05 1.64 -0.67
H1 4.39 -0.35 0.41
H2 4.55 1.20 1.25
H3 4.86 1.11 -0.48
H4 4.25 3.22 0.13
H5 3.47 5.51 -0.20
H6 1.07 5.94 -0.70
H7 -0.52 4.07 -0.89
C9 -2.61 0.39 -2.50
S1 -2.80 -0.24 -0.85
O3 -1.72 -1.32 -0.73
O4 -4.12 -0.81 -0.77
O5 -2.43 0.83 0.05
H8 -2.84 -0.39 -3.21
H9 -1.59 0.75 -2.61
H10 -3.31 1.22 -2.60
C10 1.88 -1.97 2.96
As1 0.50 -2.79 1.88
C11 0.40 -4.62 2.46
C12 -1.18 -2.02 2.41
S2 0.80 -2.62 -0.19
H11 1.75 -2.28 4.00
H12 1.80 -0.89 2.87
H13 2.85 -2.29 2.59
H14 0.30 -4.64 3.55
H15 1.30 -5.16 2.17
H16 -0.47 -5.08 1.99
H17 -1.36 -2.27 3.46
H18 -1.95 -2.42 1.77
H19 -1.15 -0.94 2.29

Mulliken population analysis, charges in e, atoms 1 to 8: 0.42 -1.54 1.44 -0.28 -0.25 -0.60 -0.82 -0.35

---

2.
Molecular formula: C4H13N2O2
Method: DFT, ωB97M-V with the def2-TZVPD basis set

Results
- HOMO energy: -13.59 eV
- LUMO: -3.111 eV
- Charge: +1
- Relative energy (zero: lowest compared OMol25 entry of this formula, charge and spin): 32.2 kcal per mole
- Gap between HOMO and LUMO: 10.4763 eV

Element x y z (Å)
N1 -0.68 -0.13 2.26
C1 0.13 -0.34 1.03
C2 -0.83 -0.21 -0.13
N2 -0.44 -0.06 -1.40
C3 0.84 -0.47 -1.97
C4 0.64 -1.03 -3.38
O1 -2.02 -0.06 0.17
H1 -1.40 0.52 1.94
H2 -0.18 0.27 3.06
H3 -1.10 -0.95 2.68
H4 0.99 0.33 1.06
H5 0.62 -1.31 1.02
H6 -1.20 0.19 -2.01
H7 1.40 0.46 -2.10
H8 1.35 -1.24 -1.40
H9 1.63 -1.10 -3.82
H10 0.17 -0.27 -4.01
H11 0.13 -1.99 -3.41
H12 -0.66 2.56 3.95
H13 0.65 2.73 3.09
O2 -0.03 2.11 3.38

Mulliken population analysis, charges in e, atoms 1 to 8: -0.21 -0.83 0.72 -0.13 -0.22 -1.35 -0.69 0.39

---

3.
Molecular formula: H3N3O3S2
Method: DFT, ωB97M-V with the def2-TZVPD basis set

Results
- HOMO energy (alpha / beta): -8.64 / -8.65 eV
- LUMO (alpha / beta): -1.547 / -0.535 eV
- Charge: 0
- Relative energy (zero: lowest compared OMol25 entry of this formula, charge and spin): 99.9 kcal per mole
- Gap between HOMO and LUMO (alpha / beta): 7.0903 / 8.1190 eV

Element x y z (Å)
N1 -1.65 0.55 -0.75
N2 -1.70 0.18 0.49
N3 2.22 0.02 0.07
O1 2.65 -0.38 1.11
O2 2.68 0.00 -1.01
O3 0.99 0.62 0.19
S1 -0.24 -2.15 -0.49
S2 -1.06 -1.27 1.05
H1 0.63 0.50 -0.78
H2 -2.07 1.49 -1.05
H3 -2.46 0.45 1.16

Mulliken population analysis, charges in e, atoms 1 to 8: -0.68 0.24 1.04 -0.55 -0.54 -0.40 -0.23 0.17